The following is a DFT calculation (wB97M-V/def2-TZVPD) of 9 unconnected molecules or ions with the total composition C39H93N3O15 in a non-equilibrium geometry.

XYZ file:
```
150
Properties=species:S:1:pos:R:3:forces:R:3
C -10.36566 0.18020 -14.78926 -0.2 1.4 0.6
C -9.58674 1.06301 -13.73659 1.7 -0.1 -1.1
C -8.01091 0.98888 -13.98018 -0.8 -0.3 0.3
C -7.47293 1.71616 -15.21749 -0.7 0.9 0.7
C -7.94071 3.16047 -15.13199 -2.2 0.7 0.1
C -9.53302 3.41390 -14.92766 1.8 -0.9 -1.7
N -9.92754 2.52472 -13.79374 3.1 -0.4 -0.8
O -11.18033 2.73779 -13.36612 -2.8 0.7 0.5
C -9.63395 4.91102 -14.66083 0.7 0.9 1.8
C -10.29818 3.23338 -16.28749 0.5 -1.6 0.9
C -9.90275 0.44546 -12.35792 -0.4 0.6 -0.3
H -9.83854 0.15546 -15.74301 0.0 -0.5 0.1
H -11.31184 0.68751 -14.97765 -0.1 0.1 -0.1
H -10.65314 -0.77234 -14.34415 0.5 -0.2 -0.4
H -7.52470 1.43042 -13.11027 -0.1 0.4 0.1
H -7.69314 -0.04826 -13.87310 -0.2 -0.3 -0.6
H -7.79977 1.36010 -16.19448 0.1 -0.6 0.1
H -6.38525 1.77843 -15.18341 0.1 -0.5 -0.2
H -7.73706 3.68989 -16.06276 0.4 0.1 0.1
H -7.52855 3.70220 -14.28067 0.5 -0.1 0.0
H -10.55406 5.48480 -14.77159 -0.4 -0.7 -0.5
H -9.32384 5.17514 -13.64980 -0.1 -0.5 0.6
H -8.84365 5.47341 -15.15806 -0.1 -0.3 -0.8
H -9.87603 3.69621 -17.17950 -0.1 1.2 0.5
H -10.18827 2.21125 -16.64980 -0.6 -0.5 0.5
H -11.32448 3.48559 -16.02066 -0.2 -0.1 -0.8
H -9.40762 0.89970 -11.49966 0.0 0.4 -0.2
H -9.64883 -0.61344 -12.30949 0.0 0.0 -0.4
H -10.98457 0.54637 -12.27086 0.0 -0.2 0.5
H -11.04372 3.37754 -12.66352 -0.4 0.1 0.3
C -2.54059 1.88904 -6.98088 -0.2 -1.5 0.9
C -1.92032 0.83784 -8.02089 -0.9 2.2 1.4
C -2.86090 0.94588 -9.19147 -0.2 -1.3 -1.7
C -2.15613 0.43672 -10.46048 -0.3 0.2 -0.6
C -0.97548 1.30594 -10.76661 -0.1 0.1 -0.3
C 0.05386 1.37357 -9.66669 1.1 -0.5 0.1
N -0.63075 1.51637 -8.37409 -0.4 -0.1 -0.5
O 0.26638 1.47303 -7.26392 -0.3 -0.2 -0.8
C 1.02207 0.11620 -9.72628 0.2 0.8 0.6
C 0.94556 2.58180 -10.05705 0.8 -0.3 0.4
C -1.80806 -0.59068 -7.38387 -0.3 1.6 0.9
H -3.51155 1.65433 -6.54471 -0.4 -1.1 -0.3
H -2.80681 2.88535 -7.33387 1.2 0.1 -0.4
H -1.93910 1.83632 -6.07340 0.4 0.8 -0.1
H -3.77461 0.35917 -9.09657 0.1 -0.4 0.7
H -3.30219 1.93613 -9.30451 0.7 0.4 -0.3
H -2.78722 0.46821 -11.34864 -0.4 0.1 0.1
H -1.84333 -0.60599 -10.40568 0.0 -0.2 0.5
H -1.36423 2.30183 -10.97917 0.1 0.3 0.1
H -0.43440 1.00276 -11.66294 -0.2 -0.2 -0.1
H 1.91756 0.35674 -9.15327 -0.2 0.0 0.6
H 0.60551 -0.79054 -9.28764 -0.2 0.0 -0.3
H 1.48696 -0.08126 -10.69219 -0.7 0.0 -0.5
H 0.56012 3.59769 -9.97041 -0.5 -0.2 0.2
H 1.90936 2.55526 -9.54865 -0.1 0.1 0.4
H 1.23059 2.43176 -11.09836 -0.1 0.0 -0.3
H -0.77567 -0.92887 -7.47283 -0.4 -0.7 -0.3
H -2.67412 -1.23290 -7.54384 0.5 -0.4 -1.3
H -2.00434 -0.49490 -6.31597 0.6 0.5 0.4
H 0.07860 2.33998 -6.89684 0.3 0.4 0.5
C -8.29851 3.73044 -7.98123 -0.5 0.0 1.3
C -9.24145 4.49316 -8.94285 2.0 -2.0 -0.3
C -10.26632 3.54669 -9.60548 -1.5 -0.3 1.6
C -11.58021 3.34212 -8.71272 1.6 0.9 -1.5
C -12.10387 4.71878 -8.29051 -1.3 0.0 0.0
C -11.14465 5.63383 -7.53810 1.6 -1.9 0.4
N -9.88571 5.63587 -8.31179 -0.1 1.2 -1.5
O -8.90642 6.44948 -7.66472 -0.9 -0.8 -0.3
C -11.58620 7.07338 -7.37992 -0.8 -1.2 -1.3
C -10.93778 5.00010 -6.16034 0.4 -0.5 1.4
C -8.28972 4.89244 -10.10149 0.8 1.5 -0.4
H -8.84347 3.19758 -7.20201 -0.3 -0.7 -0.3
H -7.72743 4.39213 -7.32998 0.4 0.4 -0.5
H -7.56568 3.08593 -8.46668 -0.3 -0.1 -0.1
H -10.41740 3.96459 -10.60079 -0.8 0.0 0.0
H -9.99059 2.50066 -9.73920 1.1 0.3 -0.1
H -11.36834 2.64439 -7.90254 0.4 0.5 0.4
H -12.24169 2.72387 -9.31959 -0.6 0.6 -0.1
H -12.95519 4.56419 -7.62760 -0.3 0.1 0.1
H -12.49084 5.28679 -9.13651 0.0 -0.2 -0.4
H -11.59496 7.43164 -8.40933 0.2 0.7 0.1
H -12.63464 6.93968 -7.11348 -0.1 0.8 0.7
H -10.93444 7.63736 -6.71267 -0.4 0.0 -0.1
H -9.90321 5.12209 -5.83960 0.1 -0.2 0.2
H -11.50771 5.36264 -5.30487 -0.3 0.9 -0.3
H -11.18709 3.94481 -6.04938 0.4 -0.3 -0.7
H -8.73938 5.65214 -10.74084 -0.2 -0.1 -0.2
H -7.81806 4.13881 -10.73211 -1.3 -1.1 -0.1
H -7.30983 5.29901 -9.85125 -0.2 0.8 1.2
H -8.79420 5.86772 -6.90937 1.1 0.6 0.8
C -2.85932 6.25813 -7.45912 -0.4 -0.3 3.3
C -4.24682 5.82232 -7.64259 -1.7 1.2 -0.5
O -5.05968 6.22743 -6.49577 0.5 -0.6 -1.3
O -2.07614 5.90492 -8.49125 1.5 -0.7 -2.7
H -2.50402 5.64875 -6.62814 0.0 0.4 1.0
H -2.71245 7.30657 -7.19972 -0.6 0.2 0.1
H -4.38808 4.77230 -7.89874 0.2 -0.2 0.8
H -4.49794 6.31386 -8.58249 -1.1 0.3 -0.1
H -5.19757 7.16911 -6.62155 -0.1 0.1 0.1
H -1.42203 5.43904 -7.96523 1.5 -0.7 -0.9
C 1.94466 5.50107 -13.14744 0.8 -2.3 -1.4
C 0.49700 4.88125 -13.19740 0.9 0.9 0.1
O -0.30787 5.72803 -12.42778 0.5 1.1 0.1
O 2.15403 6.69519 -13.84773 -1.2 1.6 0.4
H 2.64454 4.97742 -13.79863 -0.4 -1.7 0.3
H 2.45623 5.41798 -12.18854 -0.7 0.6 0.6
H 0.42620 3.83903 -12.88620 0.5 -0.1 0.4
H 0.17969 4.87208 -14.24015 0.0 0.2 -0.5
H -1.19505 5.44079 -12.19975 -0.2 -0.7 0.0
H 1.42582 7.28205 -13.63115 -0.1 0.5 0.1
C -0.31211 0.24930 -14.73717 0.5 0.1 0.6
C 1.23070 0.31284 -15.05923 -2.1 0.1 -2.4
O 2.06946 0.60826 -14.05318 1.1 0.1 3.1
O -0.79938 1.51346 -14.18351 0.6 -1.0 -0.7
H -0.56511 -0.56970 -14.06387 0.4 0.1 0.5
H -1.00032 0.07669 -15.56462 0.8 -0.4 -0.7
H 1.40827 1.13117 -15.75702 -0.7 -0.1 -1.0
H 1.60742 -0.61097 -15.49826 -0.4 -0.2 -0.2
H 1.72966 1.39589 -13.62217 0.1 0.2 0.3
H -1.43420 1.67971 -14.88420 -0.4 1.1 0.5
C -3.75726 4.03772 -17.09099 2.4 -0.1 -0.3
C -2.51607 5.05008 -16.82785 -2.0 -0.5 -0.8
O -2.52933 5.37567 -15.50113 0.5 0.2 2.6
O -3.50928 2.79715 -16.38521 0.0 0.5 -1.0
H -3.72125 3.83539 -18.16144 -0.1 -0.4 -0.1
H -4.77380 4.36409 -16.87137 0.3 0.7 0.4
H -2.55971 6.02712 -17.30910 -0.4 -0.3 -1.1
H -1.53007 4.62051 -17.00498 -0.3 -0.6 -1.0
H -1.66983 5.08240 -15.18989 -0.3 0.2 0.9
H -3.23323 3.00772 -15.49019 -0.2 0.4 0.6
C -4.29658 3.86523 -12.73944 0.7 -0.1 0.4
C -3.90779 4.70833 -11.44526 -2.3 0.2 -1.4
O -2.57531 4.62564 -11.16060 1.2 -0.4 -0.4
O -3.15447 3.27820 -13.43643 -1.2 0.6 0.7
H -4.84134 4.47382 -13.46120 0.3 0.2 0.0
H -5.00141 3.09775 -12.41964 0.2 -0.4 -0.1
H -4.55802 4.45292 -10.60856 0.2 -0.8 0.2
H -4.25598 5.72432 -11.63132 0.4 0.6 -0.3
H -2.41757 4.82942 -10.23583 0.2 0.3 0.7
H -2.45644 3.23476 -12.77881 0.4 -0.2 0.2
C -3.21938 9.71536 -15.52754 -0.4 -2.1 1.6
C -3.66753 8.84565 -14.28815 0.8 0.9 -0.1
O -4.99515 8.31101 -14.40816 0.5 0.5 -0.6
O -4.21297 10.59740 -15.86073 -1.3 1.1 -0.7
H -3.00877 8.94535 -16.26972 0.2 0.4 -0.8
H -2.37085 10.36294 -15.30678 0.4 -0.7 0.2
H -3.63996 9.52810 -13.43868 0.1 -0.2 0.4
H -2.98784 8.00392 -14.15549 0.3 0.2 0.1
H -5.04072 7.65548 -13.70831 -0.3 -0.1 0.0
H -5.06109 10.21386 -15.62579 -0.2 -0.1 -0.1
```
Positions in Å, forces in eV/Å.

Spin multiplicity: 2
LUMO energy (spin up / spin down) in eV: 1.98 / 1.94
M in g/mol: 844.18
Largest force on an atom in eV/Å: 3.373
Kohn-Sham gap (spin up / spin down) in eV: 1.7 / 7.9
Charge: -1
Calculated total energy in Eh: -2834.15828